Entry 1:
ORCA calculation (ωB97M-V/def2-TZVPD) on a structure of composition C44H53BrN2O3OsP2 at a distorted geometry.

As for the total energy: -146696.968 eV. The charge is 0. The LUMO energy (alpha / beta) comes out at 0.52 / -0.98 eV. The calculation puts the HOMO-LUMO gap (alpha / beta) at 7.337 / 6.566 eV. The multiplicity is 5. Its HOMO energy (alpha / beta) is -6.82 / -7.54 eV.

Geometry (Å):
Os  0.22  -0.97  0.39
C  4.91  0.32  1.89
C  3.60  0.50  1.14
C  2.91  1.79  1.58
P  2.39  -0.91  1.28
C  3.44  -2.40  0.95
C  4.17  -2.27  -0.39
C  2.53  -3.63  0.96
C  1.95  -1.11  3.03
C  2.86  -1.41  4.04
C  2.46  -1.51  5.36
C  1.13  -1.26  5.67
C  0.20  -0.99  4.68
C  0.58  -0.96  3.32
N  -0.31  -0.73  2.29
C  -1.69  -0.53  2.49
C  -2.50  -1.39  3.22
C  -3.86  -1.13  3.35
C  -4.42  -0.02  2.74
C  -3.62  0.84  2.00
C  -2.27  0.59  1.86
P  -1.03  1.64  1.02
C  -0.86  2.93  2.40
C  -0.02  2.32  3.53
C  -2.15  3.45  3.04
C  -1.74  2.68  -0.37
C  -2.89  3.64  -0.09
C  -2.06  1.88  -1.67
H  5.56  1.17  1.68
H  5.45  -0.58  1.59
H  4.74  0.29  2.96
H  3.79  0.56  0.06
H  2.77  1.77  2.66
H  1.93  1.90  1.10
H  3.52  2.66  1.34
H  4.16  -2.48  1.76
H  3.46  -2.04  -1.18
H  4.68  -3.20  -0.63
H  4.92  -1.47  -0.36
H  1.72  -3.51  0.24
H  2.08  -3.78  1.95
H  3.10  -4.53  0.71
H  3.90  -1.58  3.79
H  3.17  -1.75  6.13
H  0.80  -1.29  6.70
H  -0.82  -0.80  4.96
H  -2.07  -2.28  3.67
H  -4.48  -1.81  3.92
H  -5.48  0.17  2.83
H  -4.08  1.69  1.52
H  -0.31  3.76  1.95
H  -0.57  1.50  3.99
H  0.17  3.07  4.30
H  0.93  1.93  3.18
H  -2.62  2.67  3.62
H  -2.88  3.84  2.33
H  -1.89  4.27  3.73
H  -0.86  3.30  -0.59
H  -3.81  3.13  0.19
H  -3.09  4.20  -1.01
H  -2.63  4.37  0.67
H  -3.08  2.15  -1.96
H  -1.35  0.08  -2.24
H  -1.26  1.66  -3.64
C  -1.39  -3.32  -0.71
O  -1.25  -2.34  0.27
H  -2.44  -3.65  -0.74
H  -0.78  -4.21  -0.49
H  -1.14  -2.98  -1.72
Br  1.63  0.06  -5.53
C  2.38  -1.54  -4.82
C  3.44  -2.08  -5.53
C  4.05  -3.24  -5.08
C  3.58  -3.88  -3.94
C  2.53  -3.33  -3.24
C  1.92  -2.14  -3.65
C  0.85  -1.54  -2.76
O  -0.17  -1.08  -3.26
O  1.10  -1.62  -1.50
H  3.79  -1.59  -6.43
H  4.90  -3.64  -5.62
H  4.04  -4.80  -3.61
H  2.15  -3.81  -2.35
C  0.82  4.52  -3.00
C  1.22  3.25  -2.53
C  0.34  2.23  -2.40
C  -1.10  2.36  -2.80
C  -1.45  3.73  -3.26
C  -0.54  4.73  -3.34
N  -2.03  0.40  -1.55
C  -3.27  -0.22  -1.98
C  -4.10  -0.86  -1.08
C  -5.29  -1.45  -1.51
C  -5.65  -1.41  -2.84
C  -4.81  -0.78  -3.76
C  -3.63  -0.20  -3.33
H  1.54  5.31  -3.12
H  2.26  3.09  -2.27
H  0.67  1.27  -2.01
H  -2.48  3.90  -3.57
H  -0.84  5.71  -3.69
H  -3.80  -0.94  -0.05
H  -5.93  -1.94  -0.78
H  -6.57  -1.87  -3.17
H  -5.07  -0.76  -4.81
H  -2.98  0.27  -4.06

Atomic partial charges in e from the Mulliken method, atoms 1 to 5: Os 2.133; C -1.777; C 0.270; C -1.496; P 0.825

Entry 2:
ORCA calculation (ωB97M-V/def2-TZVPD) on a structure of composition C5H6FGaN.

As for the total energy: -61867.743 eV. The charge is -1. The LUMO energy comes out at 3.74 eV. The calculation puts the HOMO-LUMO gap at 8.959 eV. Its HOMO energy is -5.21 eV.

Geometry (Å):
F  -0.47  1.89  2.72
Ga  -1.58  0.83  1.70
C  -0.33  0.04  0.30
C  0.41  0.83  -0.59
C  1.27  0.25  -1.52
C  1.39  -1.14  -1.53
N  0.69  -1.93  -0.73
C  -0.14  -1.34  0.14
H  -2.21  -0.34  2.60
H  -2.67  1.80  1.04
H  0.33  1.91  -0.54
H  1.87  0.85  -2.19
H  2.08  -1.62  -2.23
H  -0.65  -2.02  0.82

Atomic partial charges in e from the Mulliken method, atoms 1 to 5: F -0.540; Ga 0.330; C 0.097; C -0.355; C -0.372

Entry 3:
ORCA calculation (ωB97M-V/def2-TZVPD) on the molecule C4H10N2O at a distorted geometry.

Its energy above the lowest of the compared OMol25 structures with the same formula, charge and spin is 20.5 kcal/mol. As for the total energy: -9338.098 eV. The charge is 0. The LUMO energy comes out at 0.87 eV. The calculation puts the HOMO-LUMO gap at 10.166 eV. Its SMILES is CCNC(=O)CN. Its HOMO energy is -9.30 eV.

Geometry (Å):
C  -0.89  1.49  1.29
C  -1.19  -0.01  1.07
N  -1.22  -0.41  -0.34
C  -0.11  -0.49  -1.11
O  -0.16  -0.47  -2.33
C  1.21  -0.82  -0.42
N  2.36  -0.79  -1.32
H  0.14  1.71  1.42
H  -1.32  2.05  0.46
H  -1.42  1.75  2.21
H  -2.19  -0.21  1.45
H  -0.48  -0.62  1.62
H  -2.11  -0.31  -0.79
H  1.45  -0.15  0.41
H  1.10  -1.82  -0.04
H  2.80  0.11  -1.31
H  2.04  -1.01  -2.26

Atomic partial charges in e from the Mulliken method, atoms 1 to 5: C -0.974; C -0.605; N -0.175; C 0.648; O -0.655

Entry 4:
ORCA calculation (ωB97M-V/def2-TZVPD) on a structure of composition C35H33InN6O3S at a distorted geometry.

Its energy above the lowest of the compared OMol25 structures with the same formula, charge and spin is 24.0 kcal/mol. As for the total energy: -67920.708 eV. The charge is -2. The LUMO energy comes out at 4.29 eV. The calculation puts the HOMO-LUMO gap at 4.531 eV. Its HOMO energy is -0.24 eV.

Geometry (Å):
In  9.81  12.73  12.38
C  7.27  16.57  13.21
C  8.27  15.43  13.15
N  8.15  14.46  12.28
N  7.09  14.42  11.48
C  6.65  13.15  11.30
N  5.83  13.07  10.19
S  7.12  11.80  12.26
C  9.30  15.29  14.15
C  9.52  16.29  15.13
C  10.32  15.99  16.25
C  11.01  14.83  16.31
C  11.15  14.00  15.09
N  9.98  14.12  14.19
H  6.65  16.53  12.30
H  7.74  17.56  13.24
H  6.59  16.48  14.08
H  5.31  13.93  10.02
H  5.28  12.23  10.04
H  9.03  17.27  15.08
H  10.37  16.70  17.08
H  11.50  14.48  17.21
H  12.00  14.38  14.49
C  14.09  14.19  12.61
C  12.77  13.74  11.98
O  12.07  12.82  12.49
C  12.55  14.47  10.78
C  11.49  14.25  9.93
C  11.49  14.76  8.53
N  10.41  13.52  10.33
N  9.63  13.06  9.36
C  9.24  11.77  9.61
O  9.58  11.10  10.64
C  8.33  11.21  8.58
C  7.83  11.99  7.52
C  6.96  11.39  6.60
C  6.55  10.07  6.72
C  6.93  9.35  7.85
C  7.82  9.93  8.78
H  14.20  13.71  13.59
H  14.10  15.28  12.75
H  14.95  13.90  11.96
H  13.35  15.16  10.52
H  12.18  15.60  8.41
H  10.46  15.05  8.26
H  11.78  13.97  7.81
H  8.12  13.06  7.44
H  6.61  11.98  5.74
H  5.97  9.58  5.93
H  6.56  8.35  8.04
H  8.13  9.38  9.68
C  11.42  12.59  15.48
C  11.83  11.45  15.30
C  12.27  10.12  15.17
C  13.62  9.88  14.73
C  14.04  8.68  14.12
C  15.33  8.55  13.61
C  16.26  9.59  13.68
C  15.87  10.77  14.32
C  14.58  10.92  14.83
C  11.33  9.06  15.50
C  9.94  9.26  15.39
C  9.06  8.21  15.54
C  9.50  6.94  15.92
C  10.86  6.76  16.14
C  11.77  7.79  15.96
H  13.33  7.86  14.03
H  15.59  7.61  13.12
H  17.25  9.51  13.23
H  16.57  11.60  14.43
H  14.28  11.84  15.35
H  9.57  10.25  15.15
H  7.99  8.41  15.38
H  8.81  6.10  16.03
H  11.22  5.77  16.45
H  12.82  7.63  16.19
O  7.70  12.38  15.49
H  8.39  13.04  15.28
H  7.03  12.51  14.76

Atomic partial charges in e from the Mulliken method, atoms 1 to 5: In 1.222; C -1.734; C 0.396; N 1.211; N -1.583

Entry 5:
ORCA calculation (ωB97M-V/def2-TZVPD) on the molecule C2H4N2OS2 at a distorted geometry.

Its energy above the lowest of the compared OMol25 structures with the same formula, charge and spin is 46.4 kcal/mol. As for the total energy: -28831.927 eV. The charge is 0. The LUMO energy (alpha / beta) comes out at 0.49 / -2.84 eV. The calculation puts the HOMO-LUMO gap (alpha / beta) at 5.671 / 6.877 eV. The multiplicity is 3. Its HOMO energy (alpha / beta) is -5.18 / -9.72 eV.

Geometry (Å):
C  -0.17  0.38  -0.24
C  0.76  1.50  0.04
N  -0.81  0.30  -1.31
N  -0.16  -0.62  0.73
O  -0.28  -3.21  0.15
S  -1.67  -1.17  -1.47
S  -1.14  -2.08  0.34
H  0.17  2.36  0.27
H  1.38  1.86  -0.75
H  1.45  1.17  0.75
H  0.47  -0.49  1.49

Atomic partial charges in e from the Mulliken method, atoms 1 to 5: C 0.840; C -1.076; N -0.412; N -0.351; O -0.452

Entry 6:
ORCA calculation (ωB97M-V/def2-TZVPD) on a structure of composition C15H20AsCrISSe at a distorted geometry.

As for the total energy: -189422.805 eV. The charge is 0. The LUMO energy (alpha / beta) comes out at -0.45 / 0.09 eV. The calculation puts the HOMO-LUMO gap (alpha / beta) at 6.602 / 7.332 eV. The multiplicity is 5. Its HOMO energy (alpha / beta) is -7.05 / -7.25 eV.

Geometry (Å):
Cr  -0.33  1.30  0.00
C  2.04  3.02  1.02
C  2.97  2.02  1.28
C  2.63  0.93  2.06
C  1.35  0.82  2.59
C  0.39  1.79  2.31
C  0.73  2.90  1.50
H  2.32  3.90  0.46
H  3.97  2.12  0.89
H  3.35  0.16  2.27
H  1.10  -0.01  3.24
H  -0.57  1.78  2.84
H  0.05  3.75  1.43
C  -0.68  -0.55  -3.15
As  0.81  0.69  -2.87
C  1.31  1.17  -4.69
C  2.31  -0.38  -2.23
S  0.70  2.57  -1.90
H  -0.35  -1.23  -3.94
H  -1.57  -0.02  -3.47
H  -0.89  -1.12  -2.24
H  1.52  0.29  -5.31
H  2.19  1.81  -4.64
H  0.48  1.74  -5.14
H  2.51  -1.17  -2.96
H  2.09  -0.84  -1.26
H  3.18  0.27  -2.15
I  -2.72  1.64  -1.02
Se  -0.12  -1.14  0.43
C  -1.59  -1.90  1.41
C  -2.68  -1.13  1.78
C  -3.73  -1.71  2.48
C  -3.67  -3.05  2.83
C  -2.57  -3.81  2.48
C  -1.53  -3.25  1.77
H  -2.72  -0.08  1.53
H  -4.58  -1.11  2.76
H  -4.50  -3.49  3.37
H  -2.52  -4.84  2.80
H  -0.67  -3.83  1.48

Atomic partial charges in e from the Mulliken method, atoms 1 to 5: Cr 0.469; C -0.106; C -0.448; C -0.365; C -0.221

Entry 7:
ORCA calculation (ωB97M-V/def2-TZVPD) on a structure of composition C4H9N2S at a distorted geometry.

Its energy above the lowest of the compared OMol25 structures with the same formula, charge and spin is 36.5 kcal/mol. As for the total energy: -18101.942 eV. The charge is +1. The LUMO energy comes out at -3.54 eV. The calculation puts the HOMO-LUMO gap at 10.824 eV. Its HOMO energy is -14.36 eV.

Geometry (Å):
C  0.96  -0.91  0.93
C  -0.19  0.38  -0.35
C  -1.03  -0.20  -1.44
C  -0.30  2.04  -0.18
N  -0.27  -0.40  0.82
N  1.54  -1.85  1.64
S  1.57  -0.17  -0.49
H  -0.74  -1.20  -1.78
H  -0.85  0.40  -2.35
H  -2.07  -0.14  -1.17
H  -0.43  2.46  0.79
H  -1.31  2.36  -0.75
H  0.61  2.51  -0.72
H  -1.13  -0.84  1.28
H  1.08  -2.24  2.40
H  2.56  -2.20  1.37

Atomic partial charges in e from the Mulliken method, atoms 1 to 5: C 0.417; C 0.767; C -1.424; C -1.046; N -0.206

Entry 8:
ORCA calculation (ωB97M-V/def2-TZVPD) on the molecule C6H8O2 at a distorted geometry.

Its energy above the lowest of the compared OMol25 structures with the same formula, charge and spin is 103.0 kcal/mol. As for the total energy: -10442.262 eV. The charge is 0. The LUMO energy comes out at 0.87 eV. The calculation puts the HOMO-LUMO gap at 9.925 eV. Its SMILES is C[C@@]12C[C@H]1OCC2=O. Its HOMO energy is -9.05 eV.

Geometry (Å):
C  -0.89  -0.67  1.42
C  -0.45  -0.72  0.00
C  -1.70  -0.46  -0.88
C  -0.67  0.59  -0.78
O  -0.23  1.63  0.09
C  1.10  1.06  0.35
C  1.00  -0.51  -0.06
O  1.99  -1.11  -0.44
H  -0.12  -0.42  2.17
H  -1.37  -1.61  1.67
H  -1.68  0.09  1.49
H  -1.76  -0.86  -1.89
H  -2.64  -0.35  -0.35
H  -0.09  0.57  -1.69
H  1.85  1.47  -0.34
H  1.38  1.22  1.39

Atomic partial charges in e from the Mulliken method, atoms 1 to 5: C -1.385; C 0.908; C -0.645; C -0.004; O -0.433

> Number 7 is which compound?

C4H9N2S